Formula: C29H39CsN3O5P
Source: the OMol25 dataset
Level of theory: the ωB97M-V functional and the def2-TZVPD basis

```
78
Properties=species:S:1:pos:R:3:mulliken_charge:R:1
Cs 1.02 -1.97 -0.95 1.197
O 0.29 0.86 -1.74 -0.861
C 1.42 1.37 -1.44 0.348
O 2.45 0.91 -0.85 -0.745
C 1.63 2.82 -1.84 -0.954
P 0.17 4.00 -1.51 0.061
C 0.96 5.67 -1.75 0.630
C 1.88 5.97 -2.75 -0.380
C 2.43 7.23 -2.88 -0.554
C 2.10 8.24 -2.00 -0.390
C 1.14 8.00 -1.00 -0.536
C 0.61 6.70 -0.85 -0.358
C 0.12 3.70 0.30 0.312
C 1.28 3.50 1.02 -0.154
C 1.29 3.53 2.44 -0.765
C 0.09 3.62 3.11 -0.486
C -1.12 3.75 2.38 -0.408
C -1.10 3.76 1.02 -0.322
H 1.74 2.88 -2.94 0.527
H 2.54 3.22 -1.43 0.535
H 2.22 5.23 -3.43 0.334
H 3.13 7.47 -3.65 0.393
H 2.62 9.22 -1.98 0.304
H 0.87 8.79 -0.29 0.344
H -0.11 6.42 -0.05 0.230
H 2.15 3.25 0.47 0.334
H 2.24 3.42 2.96 0.384
H 0.00 3.72 4.17 0.444
H -2.08 3.81 2.94 0.331
H -2.05 3.85 0.49 0.353
O -1.85 0.47 -0.19 -0.273
C -2.84 0.81 -1.12 -0.093
C -4.27 0.38 -0.64 -0.867
C -4.25 -1.01 0.02 -0.708
C -4.00 -2.06 -1.04 0.551
C -4.91 -2.30 -2.08 -0.503
C -4.57 -3.25 -3.04 -0.513
C -3.39 -3.99 -2.89 -0.595
C -2.55 -3.70 -1.81 -0.081
N -2.84 -2.72 -0.92 -0.268
H -1.04 0.97 -0.41 0.026
H -2.66 0.37 -2.15 0.220
H -2.96 1.93 -1.22 0.278
H -4.96 0.48 -1.49 0.391
H -4.67 1.17 0.05 0.404
H -5.26 -1.28 0.50 0.342
H -3.41 -1.07 0.74 0.191
H -5.84 -1.78 -2.04 0.441
H -5.25 -3.51 -3.83 0.417
H -3.18 -4.89 -3.50 0.330
H -1.61 -4.22 -1.62 0.310
C 0.22 -7.59 -0.92 -0.946
N 1.44 -6.87 -1.17 0.114
C 2.54 -7.66 -1.81 -0.887
C 1.61 -5.64 -0.75 0.237
O 0.77 -4.91 -0.19 -0.708
H -0.24 -7.99 -1.80 0.320
H -0.45 -6.92 -0.36 0.274
H 0.42 -8.45 -0.28 0.360
H 2.15 -8.33 -2.57 0.320
H 3.17 -8.28 -1.12 0.295
H 3.22 -6.94 -2.31 0.306
H 2.65 -5.26 -0.86 0.312
C 2.23 -1.73 5.00 -1.171
N 1.47 -1.23 3.86 0.238
C 0.22 -0.47 4.07 -0.932
C 2.01 -1.25 2.61 0.553
C 3.48 -1.63 2.41 -1.229
O 1.28 -1.01 1.63 -0.616
H 2.72 -2.66 4.66 0.409
H 1.51 -2.01 5.76 0.374
H 2.97 -1.01 5.36 0.297
H -0.63 -1.07 4.41 0.303
H -0.11 0.01 3.16 0.243
H 0.28 0.31 4.84 0.358
H 4.07 -1.46 3.32 0.421
H 3.80 -0.99 1.62 0.340
H 3.63 -2.69 2.11 0.271
```

Properties
HOMO energy in eV: -7.26
E_LUMO in eV: -0.185
Electronic energy in Eh: -2030.4270
Net charge: 0

***

Formula: C18H36N2O2
Source: the OMol25 dataset
Level of theory: the ωB97M-V functional and the def2-TZVPD basis

```
58
Properties=species:S:1:pos:R:3:nbo_charge:R:1
C -1.63 -3.11 -0.96 -0.601
C -2.22 -1.70 -0.89 -0.399
C -2.99 -1.49 0.41 -0.413
H -2.27 -1.47 1.23 0.232
H -3.66 -2.33 0.57 0.199
C -3.83 -0.20 0.47 0.130
N -3.03 0.97 0.09 -0.626
C -1.91 1.39 0.71 0.691
O -1.37 0.80 1.63 -0.652
C -1.35 2.70 0.18 -0.475
C 0.06 2.47 -0.39 -0.403
C 0.00 1.85 -1.79 -0.392
C 1.37 1.32 -2.26 -0.486
C 1.66 0.01 -1.54 0.693
O 1.25 -1.06 -1.96 -0.648
N 2.39 0.15 -0.41 -0.634
H 2.63 1.08 -0.13 0.400
C 2.65 -0.90 0.57 0.124
C 1.30 -1.41 1.10 -0.628
H 0.72 -1.81 0.27 0.231
H 1.45 -2.20 1.83 0.205
H 0.73 -0.61 1.56 0.232
C 3.40 -2.05 -0.09 -0.629
H 3.67 -2.80 0.65 0.207
H 2.77 -2.51 -0.85 0.245
H 4.31 -1.69 -0.58 0.205
C 3.44 -0.28 1.74 -0.391
C 4.92 0.02 1.51 -0.399
C 5.20 1.09 0.45 -0.617
H 4.89 0.75 -0.54 0.209
H 6.26 1.30 0.42 0.214
H 4.68 2.01 0.69 0.193
H 5.44 -0.90 1.24 0.202
H 5.33 0.36 2.46 0.204
H 3.38 -0.99 2.58 0.217
H 2.93 0.63 2.06 0.198
H 1.32 1.11 -3.32 0.234
H 2.15 2.06 -2.07 0.200
H -0.71 1.02 -1.80 0.212
H -0.36 2.60 -2.50 0.203
H 0.61 3.41 -0.43 0.201
H 0.57 1.79 0.30 0.219
H -2.00 3.15 -0.58 0.194
H -1.28 3.39 1.02 0.233
H -3.39 1.52 -0.67 0.397
C -5.01 -0.26 -0.49 -0.617
H -5.63 -1.12 -0.26 0.222
H -4.68 -0.35 -1.53 0.211
H -5.62 0.63 -0.40 0.208
C -4.34 -0.01 1.90 -0.617
H -4.93 -0.87 2.21 0.209
H -4.96 0.89 1.96 0.203
H -3.50 0.11 2.58 0.237
H -2.87 -1.55 -1.76 0.188
H -1.40 -0.98 -0.96 0.209
H -0.95 -3.19 -1.81 0.222
H -1.07 -3.32 -0.05 0.201
H -2.41 -3.85 -1.06 0.195
```

Properties
HOMO energy in eV: -9.28
SMILES: CCCC(C)(C)NC(=O)CCCCC(=O)NC(C)(C)CCC
E_LUMO in eV: 0.786
Electronic energy in Eh: -967.5239
Net charge: 0

***

Formula: C60H116F24N8O16PS8
Source: the OMol25 dataset
Level of theory: the ωB97M-V functional and the def2-TZVPD basis

```
233
Properties=species:S:1:pos:R:3:lowdin_spin:R:1
C 47.38 9.56 -19.03 0.000
C 46.13 9.45 -18.11 0.001
C 46.33 10.18 -16.74 0.000
N 45.16 9.91 -15.67 0.000
C 45.18 8.44 -15.03 0.000
C 43.99 8.25 -14.09 0.000
C 42.69 8.64 -14.78 0.000
C 42.61 10.07 -15.38 0.000
C 43.81 10.43 -16.29 0.000
C 45.58 10.75 -14.42 0.000
H 47.15 9.25 -20.05 0.000
H 48.27 9.12 -18.60 0.000
H 47.63 10.61 -19.19 0.000
H 45.80 8.42 -17.99 0.000
H 45.35 9.98 -18.67 0.000
H 46.34 11.27 -16.83 0.000
H 47.27 9.82 -16.33 0.000
H 45.07 7.86 -15.94 0.000
H 46.20 8.25 -14.70 0.000
H 44.01 7.19 -13.85 0.000
H 44.09 8.76 -13.13 0.000
H 42.53 7.92 -15.59 0.000
H 41.87 8.51 -14.08 0.000
H 41.68 10.06 -15.95 0.000
H 42.51 10.80 -14.57 0.000
H 43.70 9.88 -17.23 0.000
H 43.80 11.50 -16.48 0.000
H 44.84 10.75 -13.61 0.000
H 45.61 11.76 -14.83 0.000
H 46.56 10.48 -14.03 0.000
C 47.96 13.82 -11.45 0.000
C 48.87 14.01 -12.69 0.000
C 48.42 13.49 -14.06 0.000
N 49.28 13.80 -15.27 0.000
C 50.71 13.16 -15.18 0.000
C 51.46 13.37 -16.57 0.000
C 50.62 12.74 -17.72 0.000
C 49.28 13.39 -17.80 0.000
C 48.48 13.25 -16.49 0.000
C 49.33 15.35 -15.29 0.000
H 47.52 12.83 -11.34 0.000
H 47.17 14.57 -11.37 0.000
H 48.53 13.86 -10.52 0.000
H 49.80 13.56 -12.33 0.000
H 49.09 15.07 -12.62 0.000
H 47.41 13.88 -14.16 0.000
H 48.58 12.41 -13.97 0.000
H 50.57 12.10 -14.95 0.000
H 51.20 13.58 -14.31 0.000
H 52.38 12.79 -16.55 0.000
H 51.69 14.43 -16.70 0.000
H 50.51 11.66 -17.64 0.000
H 51.15 12.98 -18.64 0.000
H 48.79 13.00 -18.69 0.000
H 49.53 14.42 -18.01 0.000
H 48.44 12.17 -16.32 0.000
H 47.49 13.71 -16.52 0.000
H 48.40 15.74 -14.89 0.000
H 49.42 15.69 -16.32 0.000
H 50.17 15.70 -14.69 0.000
C 43.96 11.95 -22.64 0.000
C 42.49 12.38 -22.35 0.000
C 42.15 11.94 -20.91 0.000
N 40.68 12.22 -20.56 0.000
C 40.55 11.87 -19.05 0.000
C 41.14 12.96 -18.15 0.000
C 40.79 14.44 -18.51 0.000
C 41.02 14.65 -20.03 0.000
C 40.25 13.61 -20.94 0.000
C 39.74 11.22 -21.33 0.000
H 44.18 10.92 -22.37 0.000
H 44.67 12.51 -22.02 0.000
H 44.25 12.21 -23.65 0.000
H 41.89 11.87 -23.10 0.000
H 42.46 13.46 -22.44 0.000
H 42.80 12.39 -20.17 0.000
H 42.31 10.87 -20.76 0.000
H 40.89 10.86 -18.85 0.000
H 39.48 11.94 -18.82 0.000
H 42.23 12.90 -18.14 0.000
H 40.81 12.84 -17.11 0.000
H 41.37 15.16 -17.94 0.000
H 39.72 14.61 -18.40 0.000
H 42.05 14.76 -20.37 0.000
H 40.65 15.63 -20.33 0.000
H 40.40 13.61 -22.02 0.000
H 39.17 13.67 -20.88 0.000
H 39.97 11.33 -22.39 0.000
H 38.66 11.35 -21.25 0.000
H 40.03 10.24 -20.94 0.000
C 47.48 4.32 -13.56 0.000
C 45.90 4.44 -13.50 0.000
C 45.19 3.24 -14.14 0.000
N 43.71 3.05 -13.73 0.000
C 43.21 1.84 -14.55 0.000
C 43.01 2.13 -16.13 0.000
C 42.10 3.33 -16.36 0.000
C 42.69 4.53 -15.67 0.000
C 42.85 4.27 -14.14 0.000
C 43.53 2.77 -12.18 0.000
H 47.75 4.75 -14.52 0.000
H 47.97 3.36 -13.50 0.000
H 47.97 4.91 -12.79 0.000
H 45.48 5.32 -14.00 0.000
H 45.63 4.59 -12.45 0.000
H 45.71 2.31 -13.90 0.000
H 45.31 3.26 -15.22 0.000
H 43.95 1.06 -14.38 0.000
H 42.23 1.50 -14.21 0.000
H 43.97 2.22 -16.65 0.000
H 42.45 1.38 -16.69 0.000
H 42.05 3.47 -17.44 0.000
H 41.06 3.20 -16.07 0.000
H 43.72 4.63 -16.03 0.000
H 42.16 5.45 -15.92 0.000
H 43.27 5.19 -13.73 0.000
H 41.93 3.93 -13.66 0.000
H 43.86 3.58 -11.54 0.000
H 44.05 1.85 -11.91 0.000
H 42.49 2.63 -11.87 0.000
C 34.67 3.93 -10.01 0.000
C 34.47 5.44 -10.24 0.000
C 35.87 6.18 -10.33 0.000
C 35.83 7.68 -10.80 0.000
P 37.41 8.58 -11.01 0.000
C 38.54 7.36 -11.89 0.000
C 38.09 6.85 -13.28 0.000
C 39.30 6.29 -14.00 0.000
C 38.97 5.77 -15.41 0.000
C 37.22 10.02 -12.18 0.000
C 38.53 10.70 -12.63 0.000
C 39.02 10.44 -14.09 0.000
C 37.96 10.82 -15.12 0.000
C 38.23 9.04 -9.45 0.000
C 39.15 8.03 -8.85 0.000
C 39.86 8.51 -7.59 0.000
C 38.93 8.56 -6.38 0.000
H 35.25 3.43 -10.79 0.000
H 33.69 3.47 -9.87 0.000
H 35.22 3.86 -9.07 0.000
H 33.82 5.63 -9.39 0.000
H 33.96 5.71 -11.16 0.000
H 36.50 5.66 -11.05 0.000
H 36.44 6.05 -9.41 0.000
H 35.17 8.38 -10.27 0.000
H 35.30 7.70 -11.75 0.000
H 38.83 6.49 -11.30 0.000
H 39.52 7.82 -11.83 0.000
H 37.63 7.71 -13.78 0.000
H 37.29 6.11 -13.32 0.000
H 39.73 5.49 -13.40 0.000
H 40.09 7.03 -13.98 0.000
H 39.78 5.24 -15.91 0.000
H 38.71 6.69 -15.93 0.000
H 38.03 5.23 -15.47 0.000
H 36.52 10.70 -11.70 0.000
H 36.75 9.52 -13.02 0.000
H 39.31 10.42 -11.92 0.000
H 38.41 11.76 -12.41 0.000
H 39.38 9.42 -14.22 0.000
H 39.97 10.95 -14.29 0.000
H 37.44 11.76 -14.92 0.000
H 37.19 10.06 -15.29 0.000
H 38.45 10.89 -16.09 0.000
H 37.46 9.45 -8.80 0.000
H 38.76 9.97 -9.69 0.000
H 39.80 7.70 -9.66 0.000
H 38.60 7.12 -8.63 0.000
H 40.46 9.39 -7.78 0.000
H 40.58 7.72 -7.40 0.000
H 38.36 7.65 -6.20 0.000
H 38.12 9.29 -6.45 0.000
H 39.53 8.77 -5.49 0.000
C 49.83 8.88 -14.18 0.005
F 49.83 7.84 -13.40 0.000
F 48.69 9.56 -14.10 0.001
F 50.96 9.61 -13.85 0.002
S 49.99 8.39 -16.07 -0.001
O 50.19 9.60 -16.85 0.031
O 51.17 7.49 -16.13 0.019
N 48.48 7.64 -16.44 0.382
S 48.92 6.43 -17.25 -0.043
O 49.65 6.72 -18.48 0.295
O 49.48 5.32 -16.50 0.318
C 47.11 5.77 -17.77 -0.006
F 46.32 5.82 -16.72 -0.001
F 46.54 6.53 -18.76 -0.002
F 47.31 4.50 -18.16 -0.001
C 46.77 7.89 -10.87 0.000
F 46.75 7.56 -12.17 0.000
F 46.16 6.99 -10.12 0.000
F 48.02 8.03 -10.47 0.000
S 45.97 9.68 -10.62 0.000
O 46.48 9.96 -9.27 0.000
O 46.47 10.56 -11.66 0.000
N 44.35 9.34 -10.73 0.000
S 43.69 10.46 -9.98 0.000
O 43.38 10.22 -8.53 0.000
O 44.12 11.83 -10.38 0.000
C 41.92 10.21 -10.82 0.000
F 41.48 8.91 -10.84 0.000
F 41.05 11.00 -10.21 0.000
F 41.94 10.68 -12.10 0.000
C 43.97 13.82 -13.36 0.000
F 43.31 12.66 -13.43 0.000
F 43.47 14.55 -12.30 0.000
F 45.22 13.51 -12.99 0.000
S 43.75 14.72 -15.00 0.000
O 42.40 14.32 -15.35 0.000
O 43.84 16.13 -14.68 0.000
N 44.88 13.96 -16.10 0.000
S 45.19 15.14 -17.01 0.000
O 44.13 15.98 -17.52 0.000
O 46.41 15.76 -16.50 0.000
C 45.94 14.23 -18.62 0.000
F 45.00 14.36 -19.60 0.000
F 47.03 14.92 -19.04 0.000
F 46.22 12.89 -18.38 0.000
C 38.90 6.89 -19.39 0.000
F 37.92 6.49 -18.61 0.000
F 39.19 5.72 -20.01 0.000
F 38.29 7.73 -20.26 0.000
S 40.21 7.79 -18.34 0.000
O 39.50 8.85 -17.67 0.000
O 40.87 6.83 -17.44 0.000
N 41.38 8.51 -19.55 0.000
S 42.47 7.48 -19.61 0.000
O 43.42 7.63 -18.55 0.000
O 42.06 6.11 -19.99 0.000
C 43.45 8.14 -21.22 0.000
F 44.16 9.19 -20.85 0.000
F 44.37 7.22 -21.71 0.000
F 42.74 8.48 -22.27 0.000
```

Properties
HOMO energy (alpha / beta) in eV: -12.73 / -12.73
E_LUMO (alpha / beta) in eV: -3.862 / -9.268
Electronic energy in Eh: -9920.3307
Multiplicity: 2
Net charge: +2

***

Question: Among the records above, which one has the highest net charge?
Answer: C60H116F24N8O16PS8

***

Please write out number 2 again, unchanged.
Formula: C18H36N2O2
Source: the OMol25 dataset
Level of theory: the ωB97M-V functional and the def2-TZVPD basis

```
58
Properties=species:S:1:pos:R:3:nbo_charge:R:1
C -1.63 -3.11 -0.96 -0.601
C -2.22 -1.70 -0.89 -0.399
C -2.99 -1.49 0.41 -0.413
H -2.27 -1.47 1.23 0.232
H -3.66 -2.33 0.57 0.199
C -3.83 -0.20 0.47 0.130
N -3.03 0.97 0.09 -0.626
C -1.91 1.39 0.71 0.691
O -1.37 0.80 1.63 -0.652
C -1.35 2.70 0.18 -0.475
C 0.06 2.47 -0.39 -0.403
C 0.00 1.85 -1.79 -0.392
C 1.37 1.32 -2.26 -0.486
C 1.66 0.01 -1.54 0.693
O 1.25 -1.06 -1.96 -0.648
N 2.39 0.15 -0.41 -0.634
H 2.63 1.08 -0.13 0.400
C 2.65 -0.90 0.57 0.124
C 1.30 -1.41 1.10 -0.628
H 0.72 -1.81 0.27 0.231
H 1.45 -2.20 1.83 0.205
H 0.73 -0.61 1.56 0.232
C 3.40 -2.05 -0.09 -0.629
H 3.67 -2.80 0.65 0.207
H 2.77 -2.51 -0.85 0.245
H 4.31 -1.69 -0.58 0.205
C 3.44 -0.28 1.74 -0.391
C 4.92 0.02 1.51 -0.399
C 5.20 1.09 0.45 -0.617
H 4.89 0.75 -0.54 0.209
H 6.26 1.30 0.42 0.214
H 4.68 2.01 0.69 0.193
H 5.44 -0.90 1.24 0.202
H 5.33 0.36 2.46 0.204
H 3.38 -0.99 2.58 0.217
H 2.93 0.63 2.06 0.198
H 1.32 1.11 -3.32 0.234
H 2.15 2.06 -2.07 0.200
H -0.71 1.02 -1.80 0.212
H -0.36 2.60 -2.50 0.203
H 0.61 3.41 -0.43 0.201
H 0.57 1.79 0.30 0.219
H -2.00 3.15 -0.58 0.194
H -1.28 3.39 1.02 0.233
H -3.39 1.52 -0.67 0.397
C -5.01 -0.26 -0.49 -0.617
H -5.63 -1.12 -0.26 0.222
H -4.68 -0.35 -1.53 0.211
H -5.62 0.63 -0.40 0.208
C -4.34 -0.01 1.90 -0.617
H -4.93 -0.87 2.21 0.209
H -4.96 0.89 1.96 0.203
H -3.50 0.11 2.58 0.237
H -2.87 -1.55 -1.76 0.188
H -1.40 -0.98 -0.96 0.209
H -0.95 -3.19 -1.81 0.222
H -1.07 -3.32 -0.05 0.201
H -2.41 -3.85 -1.06 0.195
```

Properties
HOMO energy in eV: -9.28
SMILES: CCCC(C)(C)NC(=O)CCCCC(=O)NC(C)(C)CCC
E_LUMO in eV: 0.786
Electronic energy in Eh: -967.5239
Net charge: 0

***

Question: What is the net charge in the first record?
Answer: 0